1.
Computed, not measured: a 2-piece molecular cluster, C5H11NO overall, with wB97M-V/def2-TZVPD.

Relative energy (zero: lowest compared OMol25 entry of this formula, charge and spin) (eV): 4.2421
LUMO energy (eV): 0.7
HOMO level (eV): -8.0
Orbital gap (eV): 8.69

```
! RIJCOSX wB97M-V def2-TZVPD def2/J DEFGRID3
* xyz 0 1
C 1.08034 -0.35464 1.62162
C 0.90977 -1.14773 0.51095
C -0.39399 0.03963 -0.99793
C -1.34351 -1.02019 -1.46423
N -0.77432 1.04920 -0.24946
C 0.33658 1.87095 0.32758
O 1.39978 1.89166 -0.33459
H 2.01336 0.18813 1.76368
H 0.40994 1.06155 1.30347
H 0.48074 -0.52106 2.51420
H 1.70376 -1.22877 -0.22298
H 0.16994 -1.94461 0.51039
H 0.51726 0.26252 -1.54469
H -0.79785 -1.88924 -1.83973
H -2.00739 -1.35785 -0.66057
H -1.96745 -0.64050 -2.28222
H -1.62781 0.94629 0.29344
H -0.10915 2.79466 0.75108
*
```

These are the Löwdin partial charges, in e, on atoms 1 to 6:
1 C -0.12
2 C -0.10
3 C -0.21
4 C -0.07
5 N 0.04
6 C -0.49

2.
Computed, not measured: one molecule with the formula C13H10N2O2 at a distorted geometry, with wB97M-V/def2-TZVPD.

SMILES: O=C(NO)n1c2ccccc2c2ccccc21
Relative energy (zero: lowest compared OMol25 entry of this formula, charge and spin) (eV): 0.0000
LUMO energy (eV): 0.4
HOMO level (eV): -8.6
Orbital gap (eV): 9.01

```
! RIJCOSX wB97M-V def2-TZVPD def2/J DEFGRID3
* xyz 0 1
O 1.13529 -0.44271 3.01869
O -0.55396 -2.03902 4.17783
C 0.25355 -0.80213 2.21530
C -2.27941 -1.12316 -2.39071
C 2.21325 2.66358 -1.35848
C -2.50932 -1.89634 -1.22550
C 2.69900 2.45326 -0.05429
C -1.26834 -0.12748 -2.35425
C 1.08925 1.95886 -1.78710
C -1.73337 -1.71394 -0.09255
C 2.12844 1.45250 0.74989
C -0.56066 0.05822 -1.18322
C 0.50769 0.99646 -0.93882
C -0.75225 -0.71872 -0.05204
C 0.98007 0.74516 0.34510
N -0.61173 -1.71491 2.78569
N 0.15859 -0.27513 0.90642
H 0.18247 -1.57564 4.61141
H -2.82182 -1.34092 -3.31522
H 2.62097 3.45047 -1.95775
H -3.24561 -2.69092 -1.23555
H 3.52767 3.04563 0.33687
H -1.02317 0.46498 -3.21622
H 0.68090 2.13721 -2.76563
H -1.86395 -2.35612 0.76969
H 2.54227 1.20449 1.70101
H -1.49581 -1.81369 2.30941
*
```

These are the Löwdin partial charges, in e, on atoms 1 to 6:
1 O 0.03
2 O 0.01
3 C -0.39
4 C -0.06
5 C -0.08
6 C -0.08

3.
Computed, not measured: C43H50N3O7S3V as an isolated structure at a distorted geometry, with wB97M-V/def2-TZVPD.

LUMO energy (alpha / beta) (eV): 3.8 / 3.8
HOMO level (alpha / beta) (eV): -1.2 / -1.2
Orbital gap (alpha / beta) (eV): 4.98 / 5.04

```
! RIJCOSX wB97M-V def2-TZVPD def2/J DEFGRID3
* xyz -2 3
V 0.01475 -0.23781 0.17157
O -0.03882 1.97094 -0.00493
S 0.56528 2.65667 -1.21484
C -0.48070 4.06780 -1.54254
C -1.92163 3.69444 -1.71291
C -2.54787 3.08639 -0.45240
C -2.72868 4.03445 0.67937
S -3.37581 3.14688 2.14459
O -4.69220 2.65297 1.71783
C -2.08672 1.91211 2.31090
C -1.01704 2.47299 2.92275
C 0.11744 1.80174 3.24497
C 0.12455 0.43869 3.02793
C -0.98793 -0.27209 2.60426
C -2.17412 0.41924 2.02971
C 1.99791 3.71420 -0.60885
C 3.00680 3.77047 -1.57426
C 4.02036 4.69466 -1.38293
C 4.00859 5.53000 -0.28824
C 2.99222 5.47909 0.65106
C 2.01387 4.50388 0.53067
H 0.01307 4.48103 -2.45866
H -0.32143 4.81703 -0.73708
H -2.02385 2.86259 -2.46765
H -2.53869 4.51848 -2.00983
H -1.92589 2.33263 -0.00855
H -3.50080 2.63472 -0.67560
H -3.55554 4.77033 0.46887
H -1.85822 4.53405 1.13077
H -1.12573 3.52338 3.23005
H 0.94325 2.28230 3.70333
H 1.03390 -0.04041 3.32018
H -1.01388 -1.34106 2.57388
H -2.73343 -0.55808 0.35996
H 3.14067 2.97896 -2.31757
H 4.77706 4.70322 -2.13062
H 4.92841 6.05999 0.04865
H 3.14082 6.04360 1.55640
H 1.25306 4.37476 1.26500
O -3.41755 -0.16579 3.94128
C -3.48104 -0.07794 2.70418
O -2.14435 0.23797 0.59768
C -4.79607 -0.28319 1.98605
C -5.80425 0.07686 2.92133
C -7.16358 -0.00583 2.57735
C -7.51248 -0.61469 1.35602
C -6.54756 -1.13665 0.54154
C -5.12436 -1.03786 0.81035
S -3.92351 -1.78565 -0.18994
H -5.46921 0.62004 3.79773
H -7.93033 0.31123 3.33565
H -8.57483 -0.76212 1.09412
H -6.87133 -1.75726 -0.33502
C -2.21362 -4.72592 1.54005
C -1.06858 -5.65879 1.07276
C -0.13954 -4.94218 0.11359
C 1.05948 -5.77364 -0.18333
C 1.94072 -5.34266 -1.35382
C -0.93994 -4.78468 -1.16316
O -1.39552 -5.76597 -1.72602
N -1.14423 -3.50239 -1.65356
C -0.73229 -2.37163 -0.94647
O -1.03303 -1.24028 -1.38979
N -0.10259 -2.45438 0.22320
C 0.27744 -3.63126 0.80363
O 0.89791 -3.64220 1.84956
H -3.01759 -5.37655 1.80568
H -2.60202 -4.05310 0.77259
H -1.87054 -3.99283 2.32219
H -1.52714 -6.49266 0.64123
H -0.56638 -6.02441 2.02688
H 0.64177 -6.75000 -0.43232
H 1.65472 -5.90251 0.71567
H 1.53422 -5.58389 -2.33353
H 2.87787 -5.92389 -1.31290
H 2.21765 -4.29729 -1.37546
H -1.71390 -3.36891 -2.43776
C 3.73714 1.73653 1.42171
C 4.34104 0.44133 0.85489
C 3.70823 -0.82944 1.60949
C 4.16226 0.43055 -0.68147
C 5.14581 0.93968 -1.50585
C 5.03760 1.04691 -2.92096
C 3.92956 0.39904 -3.42466
C 2.83968 -0.11050 -2.68436
C 1.73241 -0.76170 -3.51917
C 1.51138 -2.16362 -3.00682
C 0.35798 -0.04473 -3.52276
C 2.85136 0.02589 -1.25504
N 1.74809 -0.18546 -0.50049
H 4.05439 1.91211 2.48673
H 2.68087 1.66955 1.30347
H 4.04152 2.61070 0.84144
H 5.44494 0.34213 1.10315
H 2.66720 -0.66811 1.73860
H 4.22951 -0.92700 2.58080
H 3.91965 -1.71417 0.98221
H 6.02604 1.33608 -0.97556
H 5.86455 1.49750 -3.45563
H 3.82263 0.36403 -4.50230
H 2.13702 -0.74864 -4.54617
H 1.60671 -2.25591 -1.88811
H 2.26001 -2.81697 -3.44416
H 0.48856 -2.49786 -3.22615
H -0.00662 0.15756 -2.53477
H -0.39428 -0.63360 -4.06291
H 0.33739 0.91577 -4.08766
*
```

These are the Löwdin partial charges, in e, on atoms 1 to 6:
1 V 0.95
2 O -0.56
3 S 1.06
4 C -0.34
5 C -0.22
6 C -0.27

4.
Computed, not measured: C41H50F3GeN6O3P2Rh as an isolated structure, with wB97M-V/def2-TZVPD.

LUMO energy (alpha / beta) (eV): -5.2 / -8.0
HOMO level (alpha / beta) (eV): -13.1 / -13.5
Orbital gap (alpha / beta) (eV): 7.92 / 5.48

```
! RIJCOSX wB97M-V def2-TZVPD def2/J DEFGRID3
* xyz 2 5
Rh -0.68801 0.43406 0.26418
C 3.83725 0.02081 -2.75259
N 3.12650 0.59178 -1.60849
C 2.20935 1.65985 -1.99843
P 2.77465 -0.33722 -0.30079
O 1.60983 0.14165 0.49771
O 2.51263 -1.81729 -0.91035
P 1.09014 -2.54170 -1.26839
O 0.00424 -1.52980 -1.16300
N 0.95893 -3.78108 -0.21878
C 0.96964 -3.38814 1.19104
C 1.43269 -5.14251 -0.45601
N 1.25969 -3.13254 -2.78573
C 2.50675 -3.80021 -3.19598
C 0.62670 -2.38177 -3.87934
N 4.09268 -0.48502 0.64117
C 3.93125 -0.81531 2.05992
C 5.42674 -0.74134 0.08973
H 4.33186 0.82588 -3.29543
H 3.14699 -0.48656 -3.43535
H 4.59928 -0.68782 -2.44322
H 2.78433 2.50580 -2.37806
H 1.62417 1.98184 -1.14200
H 1.52142 1.32127 -2.78107
H 0.75002 -2.32507 1.28219
H 1.94752 -3.57771 1.64554
H 0.20612 -3.95586 1.72612
H 0.98020 -5.54966 -1.35812
H 1.09867 -5.75704 0.37893
H 2.52211 -5.20954 -0.51616
H 2.62072 -4.77490 -2.73257
H 3.38583 -3.19061 -2.97149
H 2.46709 -3.95318 -4.27201
H -0.20691 -1.79786 -3.49872
H 0.26316 -3.08563 -4.62776
H 1.34140 -1.70444 -4.35649
H 2.91877 -0.58311 2.37973
H 4.62749 -0.21583 2.64615
H 4.13332 -1.87324 2.24808
H 5.83439 0.14933 -0.38796
H 5.42896 -1.57331 -0.61807
H 6.08642 -1.01646 0.90899
C -0.85435 -1.11630 3.17946
N -0.45825 0.06420 2.39985
C 0.02844 1.05361 3.06824
C 0.28533 2.27943 2.38577
C 0.80354 3.52487 2.84584
C 0.74103 4.36695 1.78072
C 0.17410 3.59265 0.67797
N -0.08325 2.36639 1.04982
C -2.00356 -0.85880 4.13097
C -2.93371 0.15465 3.92703
C -3.99761 0.31410 4.80458
C -4.14223 -0.53810 5.88875
C -3.21443 -1.54851 6.09885
C -2.14829 -1.70468 5.22656
H 0.01344 -1.46496 3.74846
H -1.10880 -1.89982 2.46940
H 0.19161 0.98450 4.14197
H 1.15835 3.73377 3.84180
H 1.03786 5.40170 1.72699
H -0.02211 3.93931 -0.32709
H -2.83612 0.83088 3.08625
H -4.71491 1.10738 4.64070
H -4.97069 -0.41034 6.57200
H -3.31412 -2.20984 6.94895
H -1.42164 -2.49026 5.40123
Ge -2.75780 -1.02975 -0.05345
C -2.61483 -2.89437 0.40554
C -3.10872 -3.27216 1.65797
C -3.14669 -4.60792 2.03286
C -2.70646 -5.58336 1.14940
C -2.23626 -5.22155 -0.10725
C -2.18498 -3.88714 -0.47457
C -3.50961 -0.64543 -1.79698
C -4.55841 0.27234 -1.90946
C -5.12929 0.53929 -3.14246
C -4.66557 -0.11411 -4.28163
C -3.63534 -1.04158 -4.18219
C -3.05876 -1.29988 -2.95040
H -3.60147 -0.34630 1.04091
H -3.49597 -2.52535 2.34439
H -3.53814 -4.88789 3.00201
H -2.74858 -6.62726 1.43158
H -1.91557 -5.98538 -0.80413
H -1.80323 -3.62704 -1.45340
H -4.93584 0.77724 -1.02715
H -5.94790 1.24290 -3.22194
H -5.12178 0.08987 -5.24198
H -3.29043 -1.56361 -5.06563
H -2.24737 -2.01362 -2.87881
F -2.61328 4.43396 -8.04198
C -3.62207 3.93388 -7.31918
F -4.22365 2.98995 -8.05604
F -4.50167 4.91074 -7.09708
C -3.10160 3.33293 -6.03091
C -2.14365 2.31916 -6.12703
C -1.65555 1.73849 -4.98400
C -2.12132 2.17218 -3.72037
C -3.08828 3.19857 -3.64661
C -3.57369 3.77495 -4.80177
C -1.64990 1.58053 -2.55203
C -1.22969 1.05466 -1.50472
H -1.79548 1.99944 -7.10015
H -0.91883 0.94785 -5.02832
H -3.43992 3.51740 -2.67504
H -4.31356 4.56107 -4.75656
*
```

These are the Löwdin partial charges, in e, on atoms 1 to 6:
1 Rh 0.91
2 C -0.08
3 N -0.27
4 C -0.09
5 P 0.51
6 O -0.34

Number 1: DFT total energy -8897.45520 eV. Number 2: DFT total energy -20717.13494 eV. Number 3: DFT total energy -122398.55904 eV. Number 4: DFT total energy -144653.06278 eV.